Record 1
{"formula": "C16H17N4O5ReS", "method": "ωB97M-V/def2-TZVPD", "elements": ["Re", "O", "C", "O", "C", "C", "C", "C", "C", "O", "C", "C", "O", "O", "H", "H", "H", "H", "H", "H", "H", "H", "N", "C", "S", "N", "N", "C", "C", "C", "C", "C", "C", "N", "H", "H", "H", "H", "H", "H", "H", "C", "H", "H"], "xyz": [[-0.3393, -0.6605, -0.8749], [1.3340, 2.9838, 0.8118], [0.6951, 1.9374, 0.8667], [0.4282, 1.1997, -0.1446], [0.0847, 1.5342, 2.2129], [-1.4608, 1.5245, 2.2330], [-1.9333, 1.7383, 3.6788], [-1.5594, 0.3723, 4.3094], [-1.0320, -0.3868, 3.0768], [-1.8117, 0.1580, 2.0187], [0.3865, 0.1002, 2.7560], [1.1586, -0.8389, 1.8379], [2.3338, -1.0739, 2.0949], [0.5353, -1.4187, 0.8587], [0.4538, 2.2800, 2.9180], [-1.9360, 2.1425, 1.4747], [-3.0123, 1.8967, 3.6997], [-1.4493, 2.5876, 4.1604], [-2.4330, -0.1244, 4.7308], [-0.8039, 0.4528, 5.0916], [-1.1516, -1.4679, 3.0947], [0.9917, 0.1655, 3.6602], [-3.3437, 2.1017, -2.6964], [-2.3422, 1.2425, -2.3197], [-2.6092, 0.2654, -0.9299], [-1.2985, 1.2405, -3.1287], [-0.3530, 0.3469, -2.7081], [0.6905, 0.1682, -3.4475], [1.7019, -0.7712, -2.9709], [2.8284, -1.0903, -3.7147], [3.7575, -1.9670, -3.1777], [3.5285, -2.4928, -1.9154], [2.3796, -2.1426, -1.2248], [1.4741, -1.3067, -1.7449], [-3.9990, 2.3481, -1.9750], [-3.0682, 2.8328, -3.3309], [0.7990, 0.7011, -4.3855], [2.9701, -0.6428, -4.6885], [4.6509, -2.2236, -3.7318], [4.2366, -3.1627, -1.4483], [2.1541, -2.4803, -0.2226], [-1.0566, -2.3274, -1.4699], [-2.1259, -2.5368, -1.5860], [-0.4541, -3.2055, -1.7490]], "lumo_energy_ha": [0.0837, 0.0803], "multiplicity": 2, "homo_ha": [-0.1308, -0.1212], "total_charge": -1, "gap_ev": [5.8, 5.5]}


Record 2
{"formula": "C3H5NO2", "method": "ωB97M-V/def2-TZVPD", "elements": ["C", "N", "C", "O", "C", "O", "H", "H", "H", "H", "H"], "xyz": [[1.2813, -0.2471, 0.0841], [-0.1130, 0.0647, -0.1668], [-0.7669, 1.6062, -0.0273], [-0.7025, 2.3644, 0.8782], [-1.0097, -0.9754, -0.1019], [-0.7410, -2.1278, 0.1780], [1.6848, -0.9489, -0.6613], [1.3937, -0.7008, 1.0679], [1.8564, 0.6796, 0.0327], [-0.9018, 1.3286, -1.0590], [-2.0498, -0.6676, -0.3309]], "de_lowest_kcal_mol": 65.55, "lumo_energy_ha": 0.0014, "multiplicity": 1, "homo_ha": -0.3614, "total_charge": 0, "gap_ev": 9.9}


Record 3
{"formula": "C10H15NOP", "method": "ωB97M-V/def2-TZVPD", "elements": ["C", "C", "C", "C", "C", "C", "C", "C", "C", "C", "N", "O", "P", "H", "H", "H", "H", "H", "H", "H", "H", "H", "H", "H", "H", "H", "H", "H"], "xyz": [[-0.6517, 1.6428, 2.1738], [0.6347, 2.1254, 2.0274], [-1.3993, 1.1181, 1.1634], [-0.4216, 0.1166, 0.1570], [1.4391, 1.8619, 0.8140], [-0.5179, -1.5840, -1.5895], [-0.2389, -2.5462, -0.5366], [1.8053, -0.6533, 0.5657], [1.0618, 0.5801, -0.0231], [-1.6638, 0.5537, -1.9180], [-1.1532, -0.3913, -0.9886], [-0.1288, -2.0621, 2.2679], [0.2011, -1.4841, 0.9766], [-1.1502, 1.9478, 2.9756], [0.9446, 2.8600, 2.7736], [1.2219, 2.7834, 0.2701], [2.5383, 1.8460, 1.1198], [0.3459, -1.1557, -2.3281], [-1.1805, -2.0423, -2.3326], [-1.0427, -3.2927, -0.3875], [0.7093, -2.9879, -0.6779], [2.3999, -1.2569, -0.1256], [2.3627, -0.5712, 1.4938], [1.1686, 0.6689, -1.0525], [-0.7976, 0.8492, -2.6243], [-2.6777, 0.3193, -2.2947], [-1.7175, 1.4596, -1.3799], [-2.0919, -0.7051, -0.5199]], "de_lowest_kcal_mol": 16.00, "lumo_energy_ha": [-0.1744, -0.1744], "multiplicity": 1, "homo_ha": [-0.4506, -0.4505], "total_charge": 1, "gap_ev": [7.5, 7.5]}


Record 4
{"formula": "C54H130N4O22", "method": "ωB97M-V/def2-TZVPD", "elements": ["C", "C", "O", "O", "H", "H", "H", "H", "H", "H", "C", "C", "O", "O", "H", "H", "H", "H", "H", "H", "C", "C", "O", "O", "H", "H", "H", "H", "H", "H", "C", "C", "O", "O", "H", "H", "H", "H", "H", "H", "C", "C", "O", "O", "H", "H", "H", "H", "H", "H", "C", "C", "O", "O", "H", "H", "H", "H", "H", "H", "C", "C", "O", "O", "H", "H", "H", "H", "H", "H", "C", "C", "O", "O", "H", "H", "H", "H", "H", "H", "C", "C", "O", "O", "H", "H", "H", "H", "H", "H", "C", "C", "C", "C", "C", "C", "N", "O", "C", "C", "C", "H", "H", "H", "H", "H", "H", "H", "H", "H", "H", "H", "H", "H", "H", "H", "H", "H", "H", "H", "C", "C", "C", "C", "C", "C", "N", "O", "C", "C", "C", "H", "H", "H", "H", "H", "H", "H", "H", "H", "H", "H", "H", "H", "H", "H", "H", "H", "H", "H", "C", "C", "C", "C", "C", "C", "N", "O", "C", "C", "C", "H", "H", "H", "H", "H", "H", "H", "H", "H", "H", "H", "H", "H", "H", "H", "H", "H", "H", "H", "C", "C", "C", "C", "C", "C", "N", "O", "C", "C", "C", "H", "H", "H", "H", "H", "H", "H", "H", "H", "H", "H", "H", "H", "H", "H", "H", "H", "H", "H"], "xyz": [[5.5546, 0.9460, 3.9294], [4.2980, 1.6735, 4.3999], [3.7011, 2.3929, 3.2832], [5.1499, 0.0281, 2.8706], [5.6763, 0.3288, 4.8196], [6.4069, 1.4862, 3.5173], [4.4371, 2.3044, 5.2778], [3.5305, 0.9493, 4.6730], [3.8329, 1.7546, 2.5783], [5.7216, -0.7197, 2.6821], [-4.8593, 5.5190, 1.4835], [-4.5834, 4.4845, 2.6911], [-3.5564, 3.6025, 2.2477], [-5.5114, 4.8955, 0.3446], [-3.8934, 5.9158, 1.1707], [-5.3878, 6.3996, 1.8485], [-5.4446, 3.8532, 2.9100], [-4.3658, 5.1344, 3.5387], [-3.7361, 2.7109, 2.5549], [-5.0254, 4.0835, 0.1831], [-5.1959, -5.0670, -0.4309], [-5.4772, -3.6505, -1.1833], [-5.8779, -3.9740, -2.4453], [-6.2491, -6.0272, -0.1932], [-4.7411, -4.8011, 0.5233], [-4.4041, -5.6817, -0.8591], [-4.7195, -2.8685, -1.2307], [-6.3594, -3.2476, -0.6857], [-6.6236, -4.5766, -2.3963], [-6.2339, -6.6812, -0.8958], [-2.7887, -4.5624, -4.9317], [-1.9009, -4.8685, -3.7620], [-2.6541, -4.5251, -2.5801], [-2.2301, -5.1176, -6.1641], [-3.1113, -3.5258, -5.0293], [-3.7381, -5.0423, -4.6940], [-0.9001, -4.4392, -3.7157], [-1.7678, -5.9487, -3.7023], [-2.4732, -3.6474, -2.2358], [-1.4287, -5.6079, -5.9669], [1.7301, 5.5043, 1.7721], [1.6273, 6.6389, 0.7462], [2.9801, 7.0292, 0.5971], [2.5609, 4.4051, 1.3750], [0.7150, 5.1078, 1.7903], [1.9528, 5.8475, 2.7825], [1.1220, 7.5260, 1.1281], [1.0211, 6.3602, -0.1158], [3.5449, 6.2549, 0.6519], [2.6080, 3.7331, 2.0590], [-4.3844, -0.2557, 3.4258], [-5.7562, -0.9781, 3.1401], [-5.5623, -2.0564, 2.2203], [-4.0578, 0.7720, 2.5272], [-3.6760, -1.0789, 3.5182], [-4.4244, 0.0559, 4.4695], [-6.3693, -0.2168, 2.6577], [-6.1413, -1.2383, 4.1260], [-6.4866, -2.2785, 2.0866], [-3.6533, 0.3754, 1.7522], [-3.2363, 1.6244, -2.7072], [-3.3128, 1.6702, -1.1117], [-3.7696, 0.3954, -0.6785], [-4.4759, 1.5540, -3.2320], [-2.5231, 0.9913, -3.2350], [-2.9040, 2.5612, -3.1545], [-3.9108, 2.4811, -0.6958], [-2.3042, 1.9542, -0.8112], [-4.6264, 0.2713, -1.0933], [-4.7804, 2.4543, -3.3675], [4.1219, -2.0179, -3.0178], [5.0710, -3.2546, -3.0063], [5.8563, -3.3656, -4.0976], [4.8373, -0.7550, -3.2239], [3.7200, -1.8771, -2.0144], [3.2899, -2.1577, -3.7079], [4.7434, -4.2836, -2.8583], [5.8439, -3.0419, -2.2677], [5.3431, -3.7918, -4.7879], [5.6753, -0.8673, -2.7691], [-0.7327, -1.2765, -7.4436], [0.2261, -0.4924, -6.4716], [-0.3415, -0.6918, -5.1086], [0.0242, -1.8113, -8.5669], [-1.6815, -0.8549, -7.7755], [-1.0677, -2.1345, -6.8608], [0.4473, 0.5004, -6.8636], [1.1412, -1.0582, -6.2966], [0.2876, -0.2355, -4.5451], [0.0395, -1.1135, -9.2260], [4.5905, -8.0187, -0.3906], [3.7868, -8.7786, 0.6904], [4.3979, -8.7990, 2.1486], [4.2312, -7.5244, 2.9113], [2.7547, -6.9752, 2.7982], [2.1273, -6.9252, 1.3392], [2.3779, -8.1874, 0.6349], [1.7266, -8.2278, -0.6217], [0.6540, -6.6067, 1.5377], [2.8149, -5.7455, 0.6850], [3.6369, -10.2111, 0.2684], [5.1081, -7.2497, 0.1829], [3.9409, -7.5056, -1.0997], [5.2481, -8.6876, -0.9456], [4.0832, -9.6318, 2.7775], [5.4487, -9.0618, 2.0263], [5.0907, -6.9084, 2.6467], [4.4195, -7.6543, 3.9770], [2.7308, -5.9702, 3.2194], [2.0860, -7.6215, 3.3667], [0.1891, -7.4211, 2.0934], [0.5837, -5.7014, 2.1405], [0.0919, -6.4712, 0.6137], [2.3949, -5.7051, -0.3200], [2.5063, -4.8674, 1.2522], [3.9048, -5.7397, 0.6996], [3.1234, -10.4728, -0.6567], [3.0261, -10.7426, 0.9981], [4.5869, -10.7177, 0.0978], [0.8865, -8.6457, -0.4185], [1.7512, 3.4591, -3.1681], [0.7354, 4.0919, -4.1796], [0.2462, 5.3357, -3.6151], [-0.6679, 6.1547, -4.5248], [0.1543, 6.6545, -5.6935], [0.9287, 5.5776, -6.3375], [1.4917, 4.5962, -5.3860], [2.2123, 3.5834, -5.9098], [-0.0336, 4.8779, -7.3427], [2.0592, 6.3426, -7.1302], [-0.3062, 2.9926, -4.6637], [2.6206, 4.0721, -2.9305], [2.0642, 2.4824, -3.5370], [1.2511, 3.3617, -2.2045], [-0.3895, 5.1774, -2.7440], [1.0503, 6.0086, -3.3170], [-1.2952, 6.9395, -4.1020], [-1.3298, 5.3308, -4.7916], [0.9202, 7.3030, -5.2679], [-0.6241, 7.0841, -6.3240], [-1.0828, 4.8263, -7.0517], [-0.0639, 5.4111, -8.2929], [0.1567, 3.8310, -7.5792], [2.7791, 6.7666, -6.4302], [2.4257, 5.6753, -7.9102], [1.6291, 7.0912, -7.7955], [0.1798, 2.3951, -5.4350], [-1.2798, 3.2047, -5.1057], [-0.4983, 2.4947, -3.7133], [2.9809, 3.6700, -5.3411], [-1.3356, -1.6477, -2.0998], [-0.1671, -1.3561, -1.0079], [0.9497, -0.5039, -1.8079], [2.0468, -0.0725, -0.8587], [1.3708, 0.8508, 0.2458], [0.2455, 0.1454, 1.0681], [-0.6690, -0.4918, 0.1002], [-1.7313, -1.1236, 0.8002], [0.9468, -0.7924, 2.0808], [-0.6469, 1.1904, 1.7149], [0.3322, -2.7511, -0.5303], [-2.3041, -1.9399, -1.6937], [-0.9917, -2.3642, -2.8457], [-1.5477, -0.6707, -2.5340], [1.4349, -1.1299, -2.5568], [0.5898, 0.4437, -2.2088], [2.8817, 0.4162, -1.3608], [2.3698, -0.8515, -0.1680], [0.8983, 1.7377, -0.1765], [2.1209, 1.1505, 0.9776], [0.6550, -0.5948, 3.1123], [0.6002, -1.7763, 1.7649], [2.0334, -0.7070, 2.0724], [-1.4442, 1.5180, 1.0478], [-1.2548, 0.7699, 2.5160], [0.0097, 2.0418, 1.8944], [-0.2435, -3.1329, 0.3129], [1.3641, -2.7565, -0.1790], [0.0504, -3.5569, -1.2081], [-2.4015, -0.7013, 0.2579], [0.1599, 1.7027, 5.8613], [0.4024, 2.9713, 6.7335], [0.9142, 4.0563, 5.7798], [-0.3123, 4.6310, 4.9951], [-1.3791, 5.1949, 5.9744], [-1.9425, 4.1694, 6.8650], [-0.8201, 3.3792, 7.4548], [-1.2862, 2.4725, 8.3089], [-2.7537, 4.8136, 7.9801], [-2.8395, 3.1524, 6.0612], [1.5503, 2.8129, 7.7962], [1.1324, 1.2107, 5.8775], [-0.2507, 1.8185, 4.8583], [-0.5348, 1.0961, 6.4422], [1.3836, 4.9040, 6.2789], [1.5146, 3.7804, 4.9129], [-0.8561, 3.8628, 4.4453], [-0.0374, 5.4080, 4.2819], [-2.0638, 5.6988, 5.2922], [-0.8128, 5.9989, 6.4444], [-2.0660, 5.4026, 8.5869], [-3.4651, 5.5629, 7.6327], [-3.3385, 4.0494, 8.4920], [-3.8032, 3.5938, 5.8068], [-2.4738, 2.6461, 5.1679], [-3.1834, 2.3782, 6.7471], [2.4076, 2.2935, 7.3679], [1.2649, 2.3547, 8.7431], [2.0055, 3.7662, 8.0648], [-0.7152, 2.6907, 9.0491]], "de_lowest_kcal_mol": 202.21, "lumo_energy_ha": 0.0036, "multiplicity": 1, "homo_ha": -0.2902, "total_charge": 0, "gap_ev": 8.0}